This record from the Open Molecules 2025 dataset describes C35H29BrCsN9O6 as an isolated structure at a distorted geometry. The level of theory is wB97M-V/def2-TZVPD.

Structure (XYZ):
```
81
C35H29BrCsN9O6 (wB97M-V/def2-TZVPD)
Cs -3.6543 2.5764 -0.0485
N -2.8080 2.2925 3.2457
C -3.0052 3.7103 3.5970
C -3.9069 4.3355 2.5110
O -5.1067 3.9470 2.6051
N -3.4532 5.1112 1.5652
C -2.0401 5.3722 1.4122
C -1.5736 5.4151 -0.0660
O -0.6139 6.1631 -0.3527
O -2.1457 4.6123 -0.8591
H -3.7259 1.9052 3.0425
H -2.4445 1.7669 4.0315
H -2.0285 4.1858 3.6907
H -3.5404 3.8377 4.5472
H -1.3981 4.5884 1.8500
H -1.7303 6.3247 1.8590
C 9.6194 -5.2121 1.2068
O 8.3298 -5.7610 1.0533
C 7.3030 -4.8922 0.8085
C 6.0377 -5.4643 0.6757
C 4.9400 -4.6715 0.4312
C 5.0682 -3.2822 0.3097
C 6.3353 -2.7272 0.4422
C 7.4519 -3.5180 0.6913
C 3.8718 -2.4774 0.0530
N 2.6668 -2.9653 -0.1210
C 1.8581 -1.8671 -0.3180
C 2.5913 -0.7096 -0.2639
N 3.8877 -1.1081 -0.0251
C 2.0350 0.5936 -0.4454
C 2.7765 1.7795 -0.4125
C 2.1331 2.9753 -0.6189
C 0.7483 2.9546 -0.8520
N 0.0470 1.8478 -0.8725
C 0.6462 0.6720 -0.6743
C -0.1658 -0.5562 -0.7174
N -1.4838 -0.4272 -0.9079
C -2.2289 -1.5079 -0.9704
C -1.7162 -2.8065 -0.8274
C -0.3681 -2.9575 -0.6074
C 0.4396 -1.8152 -0.5512
H 10.2870 -6.0492 1.3958
H 9.6620 -4.5196 2.0529
H 9.9437 -4.6906 0.3012
H 5.9407 -6.5378 0.7727
H 3.9528 -5.1010 0.3298
H 6.4816 -1.6579 0.3535
H 8.4195 -3.0487 0.7905
H 4.6826 -0.5097 0.0963
H 3.8448 1.7463 -0.2245
H 2.6604 3.9190 -0.5965
H 0.2044 3.8565 -1.0127
H -3.2907 -1.3345 -1.1138
H -2.3809 -3.6590 -0.8698
H 0.0879 -3.9300 -0.4700
Br -5.4483 -4.2661 4.5804
C -4.6478 -2.9007 3.5106
C -3.3785 -2.4555 3.8374
N -2.7564 -1.5197 3.1288
C -3.4023 -1.0033 2.0808
C -4.6800 -1.3902 1.6853
C -5.3179 -2.3758 2.4244
C -5.3744 -0.7831 0.4452
O -6.4283 -1.3424 0.0984
O -4.7817 0.1914 -0.0706
H -2.8488 -2.8660 4.6903
H -2.8765 -0.2580 1.4934
H -6.3045 -2.6979 2.1193
N -1.5371 4.1792 -3.3818
C -2.0859 3.1799 -4.0983
C -2.0122 3.1293 -5.5109
C -2.5805 2.0616 -6.1644
C -3.2229 1.0607 -5.4340
C -3.2543 1.2062 -4.0556
N -2.7050 2.2215 -3.4040
H -1.2506 5.0074 -3.8709
H -1.7768 4.2958 -2.3800
H -1.5109 3.9222 -6.0538
H -2.5341 2.0033 -7.2467
H -3.6867 0.2114 -5.9167
H -3.7426 0.4642 -3.4291
```

Values from the calculation:
- net charge = -2
- HOMO level (eV) = -1.76
- orbital gap (eV) = 4.5
- energy above the lowest of the compared OMol25 structures with the same formula, charge and spin (kcal/mol) = 15.36
- spin multiplicity = 1
- E_LUMO (eV) = 2.780